# 1
{"formula": "C5H10O", "method": "ωB97M-V/def2-TZVPD", "molar_mass_da": 86.1, "e_lumo_ev": [0.25, 0.10], "e_above_lowest_ev": 5.654, "charge": 0, "orbital_gap_ev": [8.36, 7.55], "e_homo_ev": [-8.1095, -7.4481], "symbols": ["C", "C", "C", "C", "C", "O", "H", "H", "H", "H", "H", "H", "H", "H", "H", "H"], "xyz": [[1.22571, 0.98168, -0.91309], [0.08146, 0.54691, -0.04537], [0.28990, 0.71397, 1.42886], [-1.10245, 0.14854, -0.64452], [-1.65670, -1.11978, 0.02077], [-2.25192, 0.08735, 0.24154], [1.07024, 0.74352, -1.96910], [2.18007, 0.54380, -0.59487], [1.32876, 2.07237, -0.81676], [0.63918, -1.89458, -0.91178], [1.16583, 0.15345, 1.78241], [-0.58403, 0.42565, 2.01454], [0.50481, 1.77391, 1.62321], [-1.28137, 0.26343, -1.70900], [-0.05637, -2.13801, -1.01806], [-1.18623, -1.50533, 0.95079]], "nbo_charge": [-0.664, 0.124, -0.665, -0.070, 0.039, -0.464, 0.223, 0.226, 0.228, -0.037, 0.219, 0.237, 0.220, 0.218, 0.021, 0.143]}

***

# 2
{"formula": "C5H10O", "method": "ωB97M-V/def2-TZVPD", "smiles": "CC1(C)C[C@H]1O", "molar_mass_da": 86.1, "e_lumo_ev": 0.90, "e_above_lowest_ev": 1.077, "charge": 0, "orbital_gap_ev": 10.37, "e_homo_ev": -9.4650, "symbols": ["C", "C", "C", "C", "C", "O", "H", "H", "H", "H", "H", "H", "H", "H", "H", "H"], "xyz": [[-0.85216, -0.27054, -1.26811], [0.16798, -0.02506, -0.16754], [1.42913, -0.85994, -0.24902], [0.28959, 1.37457, 0.38663], [-0.33418, 0.30704, 1.22049], [-1.70236, 0.44583, 1.45967], [-0.62461, -1.19629, -1.80701], [-1.86668, -0.35148, -0.86159], [-0.86280, 0.54357, -1.99979], [2.10253, -0.66316, 0.59256], [1.98813, -0.65358, -1.16883], [1.19036, -1.93003, -0.23838], [1.27024, 1.75405, 0.66272], [-0.40382, 2.11476, -0.00471], [0.24009, -0.08383, 2.06408], [-2.08934, -0.44066, 1.47834]], "nbo_charge": [-0.608, -0.087, -0.593, -0.435, 0.083, -0.701, 0.210, 0.216, 0.214, 0.208, 0.210, 0.206, 0.215, 0.225, 0.170, 0.468]}

***

# 3
{"formula": "C5H10O", "method": "ωB97M-V/def2-TZVPD", "smiles": "CC(C)CC=O", "molar_mass_da": 86.1, "e_lumo_ev": 1.01, "e_above_lowest_ev": 0.956, "charge": 0, "orbital_gap_ev": 10.72, "e_homo_ev": -9.7071, "symbols": ["C", "C", "C", "C", "C", "O", "H", "H", "H", "H", "H", "H", "H", "H", "H", "H"], "xyz": [[0.09499, 1.43153, 0.69599], [0.44347, 0.15850, -0.14423], [1.53965, -0.58297, 0.60915], [-0.60294, -0.92990, -0.70738], [-1.98075, -0.35611, -0.83484], [-2.16505, 0.83366, -0.93040], [1.03692, 1.99477, 0.82187], [-0.25582, 1.22498, 1.71521], [-0.60852, 2.11993, 0.22400], [0.84769, 0.58122, -1.07144], [1.79671, -1.51447, 0.10005], [2.44543, 0.02427, 0.71965], [1.17871, -0.82508, 1.61687], [-0.22667, -1.15910, -1.71852], [-0.69082, -1.95510, -0.28355], [-2.85300, -1.04615, -0.81243]], "nbo_charge": [-0.611, -0.198, -0.602, -0.525, 0.438, -0.530, 0.205, 0.199, 0.238, 0.198, 0.203, 0.210, 0.202, 0.244, 0.221, 0.110]}

***

# 4
{"formula": "C5H10O", "method": "ωB97M-V/def2-TZVPD", "smiles": "CCC(=O)CC", "molar_mass_da": 86.1, "e_lumo_ev": 0.98, "e_above_lowest_ev": 0.018, "charge": 0, "orbital_gap_ev": 10.54, "e_homo_ev": -9.5580, "symbols": ["C", "C", "C", "O", "C", "C", "H", "H", "H", "H", "H", "H", "H", "H", "H", "H"], "xyz": [[-0.96672, 0.10126, 2.37234], [-0.34664, -0.61211, 1.17977], [-0.02233, 0.31250, 0.01860], [0.06107, 1.51479, 0.15687], [0.21210, -0.35414, -1.32619], [1.07148, 0.48307, -2.26636], [-1.04295, -0.56883, 3.23401], [-0.36204, 0.96683, 2.65356], [-1.97042, 0.46438, 2.13039], [-0.98070, -1.43168, 0.81791], [0.60480, -1.08562, 1.46580], [-0.77923, -0.53211, -1.76928], [0.64355, -1.34991, -1.16164], [2.00703, 0.77499, -1.77919], [1.31813, -0.08217, -3.17037], [0.55427, 1.40116, -2.55630]], "nbo_charge": [-0.607, -0.508, 0.604, -0.552, -0.508, -0.603, 0.209, 0.226, 0.210, 0.216, 0.228, 0.229, 0.213, 0.212, 0.209, 0.221]}

***

# 5
{"formula": "C5H10O", "method": "ωB97M-V/def2-TZVPD", "molar_mass_da": 86.1, "e_lumo_ev": 0.65, "e_above_lowest_ev": 4.949, "charge": 0, "orbital_gap_ev": 8.29, "e_homo_ev": -7.6401, "symbols": ["C", "C", "C", "O", "C", "C", "H", "H", "H", "H", "H", "H", "H", "H", "H", "H"], "xyz": [[-1.52692, 0.96976, -0.09788], [-0.77106, 0.11361, 0.87242], [-0.10811, -1.83022, 0.26455], [1.02671, -1.29243, 0.85509], [0.76259, 0.11075, 0.73001], [1.39652, 0.65008, -0.55618], [-1.41795, 1.99045, 0.30850], [-2.60167, 0.76741, -0.08870], [-1.17151, 1.02464, -1.13918], [-1.03180, -1.15156, 0.82452], [-0.13437, -1.83007, -0.83184], [-0.34763, -2.81708, 0.67727], [1.22785, 0.63442, 1.57908], [2.47726, 0.48136, -0.52107], [1.22513, 1.72857, -0.65784], [1.00663, 0.16235, -1.45699]], "nbo_charge": [-0.716, -0.104, -0.119, -0.515, 0.013, -0.653, 0.253, 0.226, 0.193, 0.221, 0.169, 0.206, 0.191, 0.223, 0.211, 0.201]}

***

# 6
{"formula": "C5H10O", "method": "ωB97M-V/def2-TZVPD", "molar_mass_da": 86.1, "e_lumo_ev": 1.10, "e_above_lowest_ev": 1.278, "charge": 0, "orbital_gap_ev": 10.67, "e_homo_ev": -9.5691, "symbols": ["C", "C", "C", "O", "C", "C", "H", "H", "H", "H", "H", "H", "H", "H", "H", "H"], "xyz": [[-1.64577, 0.72469, -0.06879], [-0.62943, -0.17913, 0.61176], [-0.19814, -1.53378, 0.06729], [1.06673, -1.34810, 0.72046], [0.88250, 0.08232, 0.66395], [1.59347, 0.63817, -0.56119], [-1.77488, 1.65549, 0.49028], [-2.61949, 0.22658, -0.12438], [-1.33579, 0.98040, -1.08924], [-0.88087, -0.40576, 1.64429], [-0.06488, -1.55688, -1.01676], [-0.73303, -2.43173, 0.38525], [1.24975, 0.59184, 1.56135], [2.66724, 0.50181, -0.41478], [1.41506, 1.70158, -0.72336], [1.32270, 0.09905, -1.47052]], "nbo_charge": [-0.620, -0.247, -0.062, -0.532, 0.105, -0.644, 0.215, 0.216, 0.208, 0.205, 0.158, 0.181, 0.176, 0.223, 0.211, 0.208]}